14
Properties=species:S:1:pos:R:3 method="wB97M-V/def2-TZVPD" e_tot_ev=-7820.6539 relative_energy_ev=4.9933 homo_energy_ha="-0.3136 / -0.3145" total_charge=0
N 1.733 -3.100 -0.530
C 1.204 -2.138 -0.167
C 0.556 -0.903 0.260
C -0.827 -0.651 -0.360
C -1.272 0.748 -0.024
C -0.386 1.757 0.075
C 1.013 1.629 -0.220
H 0.519 -0.859 1.353
H -0.735 -0.756 -1.449
H -1.561 -1.392 -0.029
H -2.319 0.919 0.211
H -0.728 2.734 0.423
H 1.188 -0.067 -0.134
H 1.615 2.080 0.591

16
Properties=species:S:1:pos:R:3 method="wB97M-V/def2-TZVPD" e_tot_ev=-10799.6461 relative_energy_ev=5.7849 homo_energy_ha="-0.2538 / -0.2254" total_charge=0
C 0.939 1.674 -1.125
C -0.915 -1.700 1.018
C 0.685 0.462 -0.619
C 0.100 -2.397 0.605
C -0.547 0.615 0.141
C -0.141 2.622 -0.673
N -1.037 1.814 0.127
N -1.217 -0.362 0.840
N 1.220 -2.973 0.226
H 1.757 1.981 -1.749
H -1.700 -2.212 1.579
H 0.256 3.434 -0.056
H -0.696 3.071 -1.502
H -2.094 -0.047 1.226
H 1.309 -3.261 -0.740
H 2.081 -2.721 0.700

16
Properties=species:S:1:pos:R:3 method="wB97M-V/def2-TZVPD" e_tot_ev=-10797.7043 relative_energy_ev=7.7267 homo_energy_ha="-0.2573 / -0.2574" total_charge=0
C -1.273 1.517 0.160
C -1.987 0.433 0.048
C 0.563 -0.685 0.185
C 1.802 -1.318 0.012
C 2.810 -0.387 -0.089
C -2.786 -0.807 -0.071
N 0.086 1.651 0.076
N 0.923 0.576 0.033
N 2.187 0.806 -0.143
H -1.831 2.383 0.405
H 1.966 -2.325 0.070
H 3.817 -0.468 -0.557
H -3.092 -1.149 0.992
H -3.682 -0.480 -0.669
H -2.104 -1.493 -0.546
H 2.600 1.746 0.096

17
Properties=species:S:1:pos:R:3 method="wB97M-V/def2-TZVPD" e_tot_ev=-12851.6828 relative_energy_ev=1.3941 homo_energy_ha=-0.3398 total_charge=0 smiles="CC(=O)Nc1ncccn1"
C 3.128 -0.654 -1.181
C 1.959 -0.783 -0.331
C -0.303 0.230 -0.174
C -1.531 0.553 1.734
C -2.640 0.802 0.942
C -2.535 0.713 -0.476
H 3.629 0.257 -1.268
H 2.985 -1.129 -2.143
H 3.741 -1.140 -0.692
H 0.960 0.668 -1.584
H -1.527 0.716 2.681
H -3.706 1.127 1.341
H -3.564 0.853 -1.050
N 0.879 -0.037 -0.853
N -0.359 0.299 1.157
N -1.342 0.493 -1.034
O 1.847 -1.476 0.592

20
Properties=species:S:1:pos:R:3 method="wB97M-V/def2-TZVPD" e_tot_ev=-27777.7863 relative_energy_ev=2.6271 homo_energy_ha="-0.3791 / -0.3507" total_charge=0
C 1.327 -2.152 1.441
C 1.455 -0.777 -0.580
C 0.011 -0.240 -0.173
C 1.949 -1.805 0.226
C -0.797 3.312 0.447
C -1.114 1.814 0.436
N 0.944 -2.524 2.494
N -1.041 -0.943 -0.210
N 1.879 -0.262 -1.662
O -2.063 -3.088 0.109
O -1.298 -2.617 -2.173
O 0.039 1.004 0.218
S -1.093 -2.540 -0.725
H 2.357 -2.676 -0.192
H -1.702 3.964 0.024
H -0.400 3.553 1.433
H 0.060 3.384 -0.318
H -1.882 1.520 -0.451
H -1.504 1.434 1.502
H 2.874 -0.359 -1.846

20
Properties=species:S:1:pos:R:3 method="wB97M-V/def2-TZVPD" e_tot_ev=-18987.5525 relative_energy_ev=8.6847 homo_energy_ha=-0.3170 total_charge=0 smiles="[O-]/[N+](O)=N/N1[C@@H]2C(O)=CC=C[C@@]21O"
C 1.078 1.169 -0.400
C 1.927 0.099 -0.829
C -0.092 -1.373 -0.276
C -0.988 -0.101 -0.105
C -0.215 1.156 -0.020
C 1.347 -1.122 -0.894
N -0.919 -1.015 1.105
N -0.222 -0.696 2.207
N -0.569 0.188 3.017
O -0.046 0.405 4.089
O -1.642 0.991 2.655
O -2.238 0.062 -0.661
O 1.889 -2.251 -1.381
H 1.455 2.151 -0.717
H 2.856 0.487 -1.215
H -0.430 -2.298 -0.609
H -1.749 1.796 3.207
H -0.688 2.066 -0.220
H -2.740 -0.485 -0.067
H 1.195 -2.910 -1.206

17
Properties=species:S:1:pos:R:3 method="wB97M-V/def2-TZVPD" e_tot_ev=-21639.3767 relative_energy_ev=0.5193 homo_energy_ha=-0.3017 total_charge=0 smiles=c1c[nH]c(-c2nccs2)n1.[H][H]
C -1.520 2.202 -0.935
C -0.267 2.180 -1.611
C -0.307 0.607 -0.106
C 1.843 -1.969 0.967
C 1.095 -2.151 2.054
C 0.264 -0.516 0.537
N -1.524 1.192 0.004
N 1.303 -1.134 0.066
N 0.466 1.196 -1.046
S -0.327 -1.100 2.071
H -2.214 3.043 -0.886
H 0.248 2.754 -2.358
H 2.778 -2.389 0.697
H -2.275 -1.463 -0.457
H 1.458 -2.593 2.900
H -2.420 -0.788 -0.419
H 1.402 0.929 -1.480

19
Properties=species:S:1:pos:R:3 method="wB97M-V/def2-TZVPD" e_tot_ev=-24614.9358 relative_energy_ev=5.6834 homo_energy_ha="-0.3068 / -0.3068" total_charge=0
C 0.784 0.912 -2.483
C -1.576 -0.748 1.149
C 0.749 -0.463 1.667
C 1.065 0.718 -1.081
C -1.431 -0.005 -0.186
C 0.699 -0.756 -0.690
N 0.519 1.215 -3.544
N -0.613 -0.823 1.967
N 0.185 1.667 -0.478
N 1.162 -1.232 0.542
N -0.956 1.305 -0.079
S -1.952 2.356 0.794
H -2.628 -1.092 1.341
H 0.846 0.672 1.380
H 1.386 -0.689 2.455
H 2.128 0.805 -1.027
H -2.134 -0.220 -0.980
H 0.799 -1.374 -1.567
H 0.969 -2.251 0.819

15
Properties=species:S:1:pos:R:3 method="wB97M-V/def2-TZVPD" e_tot_ev=-9867.5879 relative_energy_ev=5.0699 homo_energy_ha="-0.2859 / -0.2900" total_charge=0
C 1.486 1.610 0.149
C -2.025 0.412 0.481
C -0.898 -0.508 0.329
C -2.580 1.223 -0.471
C 1.516 0.215 0.041
C 2.733 -0.638 -0.216
N 1.414 2.783 0.205
O 0.442 -0.549 0.068
H -2.488 0.115 1.356
H -1.044 -1.562 0.567
H -2.021 1.402 -1.348
H -3.497 1.880 -0.414
H 3.034 -0.694 -1.194
H 2.612 -1.516 0.321
H 3.675 -0.146 0.357

15
Properties=species:S:1:pos:R:3 method="wB97M-V/def2-TZVPD" e_tot_ev=-9866.8748 relative_energy_ev=5.7830 homo_energy_ha=-0.3544 total_charge=0 smiles="C#C[C@@H]1[C@H](C)N1C=O"
C -0.798 -1.685 0.541
C -1.207 -0.488 -0.250
C -0.891 0.857 0.071
C -0.206 1.312 1.263
C 1.014 1.108 1.909
C 0.967 0.185 -1.069
H -1.630 -1.811 1.271
H 0.159 -1.402 1.095
H -0.804 -2.479 -0.206
H -2.007 -0.724 -0.826
H -1.677 1.591 -0.073
H 1.508 1.099 2.776
H 1.584 1.005 -0.852
N -0.322 0.339 -0.993
O 1.480 -0.923 -1.378

Table of max |F| (Eh/bohr), in record order: 0.0210 0.0675 0.0996 0.1842 0.0806 0.0742 0.0503 0.0906 0.1134 0.2589